Formula: C44H114BN10O20
Source: the Open Molecules 2025 dataset
Level of theory: ωB97M-V with the def2-TZVPD basis set

- gap between HOMO and LUMO (eV) = 8.970
- LUMO energy (eV) = 1.67
- DFT total energy (hartree) = -3821.91855
- largest force on an atom (eV/Å) = 5.18

```
! RIJCOSX wB97M-V def2-TZVPD def2/J DEFGRID3
* xyz -1 1
O -2.4956 1.9388 0.5125
C -1.5021 1.1835 0.2665
O -1.4259 -0.1136 0.4493
B -0.0832 -0.5521 0.0951
O 0.4863 0.4437 -0.7659
C -0.2123 1.5854 -0.5584
O 0.0023 2.6933 -0.9815
O -0.1751 -1.8098 -0.7444
C 0.6087 -2.8232 -0.2425
O 0.8369 -3.9310 -0.7768
C 1.2756 -2.2704 1.0564
O 0.7457 -1.0654 1.2311
O 2.0707 -2.7959 1.8550
C 2.6740 -14.3970 -5.1095
C 1.8649 -13.4287 -5.9482
C 1.6751 -11.9541 -5.4968
O 0.4246 -11.4934 -5.8866
C -0.0653 -10.3837 -5.1426
N 2.3786 -13.5913 -7.3435
H 2.4539 -15.3916 -5.4972
H 2.2269 -14.4588 -4.1173
H 3.7300 -14.1269 -5.1117
H 0.9149 -13.9630 -5.9376
H 2.3202 -11.1659 -5.8849
H 1.7022 -11.8599 -4.4112
H -0.1426 -10.6372 -4.0854
H -1.1272 -10.2824 -5.3670
H 0.5380 -9.4844 -5.2661
H 1.8088 -12.9931 -7.9245
H 1.9901 -14.4951 -7.5723
C 6.4763 -8.6006 -2.6586
C 7.0070 -8.9772 -1.3364
C 5.9217 -9.2848 -0.2289
O 5.0122 -10.3371 -0.5730
C 3.7542 -10.2655 0.2127
N 7.9326 -10.0745 -1.5418
H 5.6974 -9.3058 -2.9486
H 7.2260 -8.5499 -3.4482
H 5.9218 -7.6648 -2.5894
H 7.4234 -8.0991 -0.8427
H 5.3725 -8.3434 -0.2451
H 6.4287 -9.5252 0.7055
H 3.3336 -11.2587 0.0557
H 3.2201 -9.3941 -0.1662
H 3.8109 -10.0788 1.2851
H 8.1929 -10.5327 -0.6801
H 7.5368 -10.8665 -2.0276
C 8.1616 -1.5344 6.9958
C 7.9849 -0.2401 6.1729
C 6.4503 0.1622 5.9535
O 6.4607 1.4453 5.2493
C 5.1394 1.6111 4.6862
N 8.6154 0.8648 6.8488
H 7.6751 -2.3938 6.5346
H 7.8293 -1.3872 8.0234
H 9.2409 -1.6706 6.9261
H 8.4659 -0.2550 5.1949
H 5.9915 0.2944 6.9333
H 6.0065 -0.6756 5.4157
H 5.0168 2.6495 4.3784
H 4.3343 1.5507 5.4185
H 5.0036 1.0265 3.7763
H 9.6045 0.8639 6.6444
H 8.2400 1.6398 6.3209
C 2.9826 11.3158 -3.5405
C 2.0385 10.2846 -2.8735
C 0.6671 10.9284 -2.7354
O 0.8223 12.1514 -1.9978
C -0.1259 13.1437 -2.3102
N 2.1047 8.9602 -3.4504
H 4.0019 10.9299 -3.5299
H 3.0755 12.2899 -3.0604
H 2.6906 11.6203 -4.5456
H 2.3499 10.2013 -1.8323
H -0.1211 10.3767 -2.2231
H 0.2989 11.1495 -3.7372
H 0.0230 13.2766 -3.3817
H -0.0777 14.0793 -1.7529
H -1.1442 12.8745 -2.0296
H 1.3558 8.3924 -3.0806
H 2.9470 8.5391 -3.0855
C -5.3119 9.5451 1.4746
C -6.8088 9.5185 1.0683
C -7.5584 10.8290 0.9727
O -6.8577 11.5391 -0.0688
C -7.2641 12.8686 -0.3178
N -6.7449 8.7883 -0.2167
H -4.7916 10.4957 1.3575
H -4.6798 8.8504 0.9214
H -5.1052 9.3006 2.5165
H -7.3076 8.8503 1.7703
H -7.4058 11.3713 1.9058
H -8.5820 10.6108 0.6682
H -7.5291 13.3916 0.6011
H -8.1418 12.7740 -0.9572
H -6.4788 13.4832 -0.7580
H -6.2212 9.4131 -0.8130
H -6.2319 7.9500 0.0163
C -5.1525 1.4633 -4.9976
C -5.0218 2.9302 -5.4751
C -4.6358 3.0676 -7.0209
O -3.3425 2.5528 -7.2911
C -2.2401 3.3877 -6.9480
N -6.2725 3.6205 -5.1391
H -5.8869 0.9461 -5.6150
H -5.4072 1.4592 -3.9378
H -4.2616 0.8560 -5.1579
H -4.1991 3.4223 -4.9563
H -4.6525 4.0873 -7.4058
H -5.4357 2.6483 -7.6311
H -1.3521 3.1726 -7.5424
H -1.9125 3.1270 -5.9416
H -2.4374 4.4575 -7.0171
H -6.2636 4.1328 -4.2687
H -7.0190 2.9434 -5.0729
C -7.9878 -7.9245 -8.8164
C -6.7854 -7.7724 -7.8760
C -6.8618 -6.7589 -6.7080
O -5.5105 -6.2151 -6.6408
C -5.0708 -5.8205 -5.3173
N -6.2364 -9.0645 -7.4795
H -7.9606 -7.2613 -9.6811
H -8.9065 -7.8329 -8.2370
H -7.9815 -8.9434 -9.2034
H -6.0913 -7.2442 -8.5297
H -7.2428 -7.1462 -5.7631
H -7.5397 -5.9125 -6.8177
H -5.0784 -6.6739 -4.6392
H -5.6907 -5.0511 -4.8571
H -4.0593 -5.4256 -5.4117
H -5.4576 -8.7572 -6.9146
H -6.8886 -9.4010 -6.7856
C -7.6594 2.1451 7.7636
C -6.3699 1.5050 8.2378
C -5.7440 0.5287 7.1630
O -4.4892 -0.0417 7.6070
C -3.8733 -0.7098 6.4912
N -5.3944 2.4476 8.7505
H -8.4561 1.4342 7.9825
H -7.7489 2.3468 6.6962
H -7.9588 3.0410 8.3076
H -6.7448 0.8136 8.9924
H -5.5798 1.1068 6.2537
H -6.5087 -0.2424 7.0695
H -4.4770 -1.5712 6.2056
H -2.8698 -1.0373 6.7630
H -3.8315 0.0109 5.6745
H -4.9831 3.0897 8.0883
H -4.5399 1.9482 8.9517
C -1.1322 6.3365 10.6052
C -0.3622 4.9810 10.4603
C -0.1029 4.7429 8.9723
O -1.1948 4.8768 8.0489
C -0.9396 4.1865 6.8188
N 0.9135 5.0046 11.0968
H -1.9142 6.4147 9.8499
H -0.5232 7.2403 10.6261
H -1.7008 6.2716 11.5329
H -1.1285 4.4415 11.0169
H 0.2381 3.7160 8.8408
H 0.6959 5.4025 8.6333
H -0.5837 3.1915 7.0862
H -0.3773 4.7080 6.0443
H -1.8358 3.8465 6.2999
H 1.2722 4.1747 11.5470
H 0.6880 5.6942 11.7995
C 6.2522 2.9174 -1.3114
C 6.9154 1.5974 -1.6499
C 6.5300 0.3151 -0.8984
O 7.4815 -0.7417 -1.1368
C 7.4580 -1.8970 -0.2282
N 6.4585 1.3931 -2.9950
H 6.3488 3.6859 -2.0782
H 6.6555 3.3277 -0.3856
H 5.1954 2.7733 -1.0863
H 7.9975 1.6692 -1.7599
H 5.5392 -0.1378 -0.9332
H 6.7974 0.4827 0.1450
H 7.7288 -1.6140 0.7890
H 8.1882 -2.6512 -0.5213
H 6.4561 -2.3259 -0.2471
H 5.4632 1.2666 -3.1107
H 6.7451 0.5001 -3.3698
O 2.1875 -5.8904 6.9247
H 1.7775 -6.7355 6.7405
H 2.4852 -5.5768 6.0708
O 4.7342 -3.3257 -5.2262
H 4.2104 -4.0105 -4.8105
H 5.5956 -3.3997 -4.8153
*
```

Results of the Löwdin charge analysis, in e, for atoms 1 through 8: 0.062, -0.317, 0.241, -0.891, 0.236, -0.340, 0.138, 0.171